This record from OMol25 describes a structure of composition C22H49CoN2OP3S in a non-equilibrium geometry. The level of theory is wB97M-V/def2-TZVPD.

frontier orbital gap (alpha / beta): 5.07 / 4.06 eV
2S+1: 5
net charge: +3
highest occupied orbital energy (alpha / beta): -15.26 / -15.26 eV
LUMO (alpha / beta): -10.1859 / -11.1986 eV
total energy: -104935.476 eV

Last column: Löwdin spin population.
Geometry (Å):
Co  -0.639  0.207  -0.135  2.28
P  -1.756  1.943  -0.466  0.08
P  -0.120  -0.444  -2.250  0.10
P  0.768  1.118  1.784  0.11
H  8.882  -0.806  -2.897  0.00
C  9.053  -1.010  -1.833  0.00
C  9.004  -2.259  -1.342  0.00
H  8.798  -3.120  -1.987  0.00
C  -1.150  3.585  -0.917  0.02
C  -3.062  1.627  -1.707  0.01
C  -2.727  2.098  1.073  0.03
C  1.148  -1.650  -2.812  0.03
C  -1.571  -1.346  -2.952  0.02
C  0.172  0.892  -3.487  0.01
C  2.342  0.471  2.496  0.03
C  -0.218  1.184  3.340  0.02
C  1.295  2.881  1.556  0.01
H  9.317  -0.155  -1.198  0.00
H  9.221  -2.469  -0.288  0.00
H  -2.020  4.262  -0.955  0.00
H  -0.670  3.519  -1.907  0.00
H  -0.408  3.939  -0.187  0.00
H  -3.803  2.431  -1.596  0.00
H  -3.560  0.661  -1.537  0.00
H  -2.628  1.656  -2.723  0.00
H  -2.820  3.168  1.308  0.00
H  -2.241  1.594  1.919  0.00
H  -3.710  1.623  0.942  0.00
H  0.866  -2.087  -3.779  0.00
H  1.236  -2.454  -2.076  0.00
H  2.131  -1.182  -2.921  0.00
H  -1.692  -1.100  -4.015  0.00
H  -2.504  -1.132  -2.423  0.00
H  -1.380  -2.422  -2.862  0.00
H  0.305  0.440  -4.482  0.00
H  1.089  1.431  -3.214  0.00
H  -0.664  1.601  -3.515  0.00
H  2.455  0.802  3.537  0.00
H  3.206  0.825  1.920  0.00
H  2.321  -0.623  2.459  0.00
H  0.452  1.183  4.209  0.00
H  -0.854  0.292  3.393  0.00
H  -0.836  2.087  3.379  0.00
H  2.052  3.155  2.307  0.00
H  0.437  3.559  1.644  0.00
H  1.743  2.980  0.557  0.00
C  3.108  -0.730  -0.394  0.12
C  3.511  0.461  -1.107  0.14
C  4.847  0.708  -1.349  0.03
C  5.813  -0.201  -0.895  0.25
C  5.458  -1.383  -0.226  0.00
C  4.133  -1.665  0.009  0.16
O  1.890  -0.980  -0.094  0.39
H  0.194  1.213  -0.868  -0.04
H  2.732  1.158  -1.426  0.00
H  5.130  1.613  -1.898  0.00
H  6.865  -0.009  -1.095  0.01
H  6.217  -2.099  0.107  0.00
H  3.781  -2.561  0.520  0.00
C  -5.502  -0.722  -0.512  0.00
N  -4.919  -0.460  0.809  0.01
C  -5.886  0.016  1.817  0.00
C  -3.808  -1.136  1.252  0.02
S  -2.376  -1.425  0.332  0.13
N  -3.935  -1.783  2.488  0.01
C  -4.639  -3.095  2.393  0.00
C  -2.729  -1.905  3.323  0.00
H  -4.731  -1.149  -1.168  0.00
H  -6.350  -1.423  -0.404  0.00
H  -5.894  0.225  -0.915  0.00
H  -6.653  -0.734  2.034  0.00
H  -5.363  0.274  2.741  0.00
H  -6.390  0.900  1.424  0.00
H  -3.925  -3.933  2.308  0.00
H  -5.234  -3.245  3.296  0.00
H  -5.294  -3.087  1.519  0.00
H  -1.867  -2.228  2.723  0.00
H  -2.486  -0.944  3.784  0.00
H  -2.958  -2.626  4.113  0.00